{"formula": "C2H5NSi", "method": "the ωB97M-V functional and the def2-TZVPD basis", "e_homo_ev": -8.3, "e_above_lowest_kcal_mol": 64.4, "total_energy_ha": -423.3158, "species": ["C", "C", "N", "Si", "H", "H", "H", "H", "H"], "xyz": [[3.311, 0.065, 0.181], [2.683, 0.953, -0.284], [-2.600, -0.758, -0.403], [-2.446, 0.831, 0.322], [3.655, -0.687, 0.812], [-2.509, -1.452, 0.322], [-2.814, -1.018, -1.423], [2.135, 1.737, -0.739], [-1.416, 0.329, 1.214]]}

{"formula": "C41H52AsAuGeN3OSi3", "method": "the ωB97M-V functional and the def2-TZVPD basis", "e_homo_ev": [-12.7, -12.7], "e_above_lowest_kcal_mol": 35.6, "total_energy_ha": -7149.4035, "s_squared": 0.757, "multiplicity": 2, "total_charge": 2, "species": ["Au", "C", "C", "N", "N", "C", "O", "C", "C", "C", "C", "C", "C", "C", "C", "C", "C", "C", "N", "H", "H", "H", "H", "H", "H", "H", "H", "H", "H", "H", "H", "C", "Si", "C", "C", "Ge", "Si", "C", "C", "C", "Si", "C", "C", "C", "H", "H", "H", "H", "H", "H", "H", "H", "H", "H", "H", "H", "H", "H", "H", "H", "H", "H", "H", "H", "H", "H", "H", "H", "H", "H", "H", "C", "C", "C", "C", "C", "C", "As", "C", "C", "C", "C", "C", "C", "C", "C", "C", "C", "C", "C", "H", "H", "H", "H", "H", "H", "H", "H", "H", "H", "H", "H", "H"], "xyz": [[-0.474, 0.709, -0.254], [-3.543, -0.467, -3.396], [-2.532, 0.198, -2.517], [-2.151, -0.316, -1.399], [-2.619, -1.443, -0.904], [-2.082, -1.839, 0.253], [-1.097, -1.274, 0.821], [-2.651, -3.055, 0.868], [-2.360, -3.342, 2.200], [-2.829, -4.508, 2.779], [-3.584, -5.402, 2.030], [-3.894, -5.110, 0.708], [-3.436, -3.940, 0.128], [-1.951, 1.503, -2.873], [-2.292, 2.176, -4.043], [-1.727, 3.410, -4.316], [-0.820, 3.955, -3.419], [-0.524, 3.227, -2.279], [-1.070, 2.045, -2.017], [-3.872, -1.391, -2.929], [-3.113, -0.695, -4.374], [-4.413, 0.173, -3.547], [-1.774, -2.636, 2.776], [-2.612, -4.723, 3.818], [-3.937, -6.323, 2.475], [-4.500, -5.793, 0.128], [-3.670, -3.707, -0.902], [-2.995, 1.729, -4.733], [-1.993, 3.945, -5.218], [-0.363, 4.918, -3.593], [0.170, 3.596, -1.533], [3.431, -3.653, -0.525], [1.769, -3.031, 0.082], [1.798, -2.105, 1.711], [0.389, -4.257, -0.187], [1.417, -0.758, -1.376], [0.853, -1.876, -3.544], [0.542, -0.366, -4.634], [2.351, -2.835, -4.155], [-0.702, -2.921, -3.390], [3.470, 0.657, -1.393], [3.060, 2.113, -2.518], [3.838, 1.273, 0.344], [4.858, -0.362, -2.152], [3.722, -4.500, 0.102], [4.211, -2.895, -0.450], [3.389, -4.005, -1.556], [1.954, -2.804, 2.538], [0.843, -1.601, 1.862], [2.601, -1.365, 1.725], [0.468, -5.056, 0.557], [0.444, -4.716, -1.175], [-0.591, -3.798, -0.069], [1.429, 0.263, -4.724], [-0.267, 0.243, -4.229], [0.254, -0.685, -5.638], [3.252, -2.221, -4.161], [2.160, -3.153, -5.182], [2.550, -3.730, -3.566], [-1.394, -2.511, -2.648], [-0.479, -3.951, -3.108], [-1.219, -2.952, -4.351], [2.300, 2.753, -2.069], [2.697, 1.789, -3.495], [3.953, 2.721, -2.681], [3.061, 1.964, 0.669], [4.788, 1.810, 0.365], [3.900, 0.464, 1.074], [4.615, -0.656, -3.174], [5.098, -1.262, -1.585], [5.759, 0.255, -2.193], [3.620, 3.980, 4.456], [2.636, 4.756, 3.862], [1.665, 4.165, 3.067], [1.674, 2.789, 2.888], [2.656, 2.005, 3.488], [3.627, 2.603, 4.271], [0.276, 1.895, 1.868], [-0.703, 0.924, 3.211], [-0.280, -0.147, 3.979], [-1.162, -0.733, 4.876], [-2.461, -0.254, 4.989], [-2.877, 0.832, 4.233], [-2.002, 1.433, 3.336], [-2.287, 2.634, 2.526], [-3.491, 3.329, 2.494], [-3.594, 4.503, 1.764], [-2.508, 4.993, 1.049], [-1.316, 4.286, 1.032], [-1.203, 3.118, 1.774], [4.380, 4.446, 5.068], [2.615, 5.825, 4.025], [0.898, 4.775, 2.607], [2.652, 0.929, 3.351], [4.387, 1.997, 4.745], [0.735, -0.516, 3.894], [-0.834, -1.561, 5.490], [-3.149, -0.718, 5.683], [-3.876, 1.227, 4.357], [-4.344, 2.958, 3.046], [-4.529, 5.048, 1.762], [-2.594, 5.926, 0.508], [-0.475, 4.654, 0.456]]}

{"formula": "C4H6NO2", "method": "the ωB97M-V functional and the def2-TZVPD basis", "e_homo_ev": -3.8, "e_above_lowest_kcal_mol": 52.1, "total_energy_ha": -361.2247, "total_charge": -1, "species": ["C", "C", "C", "N", "C", "O", "O", "H", "H", "H", "H", "H", "H"], "xyz": [[1.771, -0.506, 0.380], [0.463, 0.287, 0.439], [-0.098, 0.800, -0.849], [-0.807, -0.473, -0.612], [-2.174, -0.380, 0.078], [-3.112, -0.898, -0.525], [-2.149, 0.301, 1.122], [2.577, -0.083, 1.229], [2.100, -0.513, -0.600], [1.569, -1.526, 0.564], [-0.079, 0.459, 1.328], [-0.573, 1.742, -0.729], [0.512, 0.791, -1.825]]}

{"formula": "C4H2N3S", "method": "the ωB97M-V functional and the def2-TZVPD basis", "e_homo_ev": [-3.5, -3.5], "e_above_lowest_kcal_mol": 65.4, "total_energy_ha": -715.9719, "total_charge": -1, "species": ["C", "C", "C", "C", "N", "N", "N", "S", "H", "H"], "xyz": [[1.433, 1.765, 2.345], [0.220, 0.479, 0.466], [0.218, -0.870, 0.198], [0.996, 0.851, 1.522], [1.838, 2.583, 3.059], [1.694, -1.050, 1.984], [1.041, -1.607, 1.046], [0.998, -3.209, 0.647], [-0.231, 1.060, -0.195], [-0.195, -1.431, -0.543]]}

{"formula": "CH2O2S2", "method": "the ωB97M-V functional and the def2-TZVPD basis", "e_homo_ev": [-9.0, -9.0], "e_above_lowest_kcal_mol": 61.7, "total_energy_ha": -986.0350, "species": ["C", "O", "O", "S", "S", "H", "H"], "xyz": [[1.209, -0.660, -0.714], [0.028, -1.153, -0.658], [-1.716, 1.044, -0.772], [1.787, 0.608, 0.086], [-1.840, -0.190, 0.232], [1.733, -1.390, -1.286], [-0.849, 1.443, -0.610]]}

{"formula": "C22H25BrInN5O3", "method": "the ωB97M-V functional and the def2-TZVPD basis", "e_homo_ev": [-13.2, -13.2], "e_above_lowest_kcal_mol": 81.7, "total_energy_ha": -4116.2127, "total_charge": 2, "species": ["In", "O", "C", "C", "C", "C", "C", "C", "C", "O", "N", "N", "C", "C", "Br", "C", "C", "C", "C", "C", "C", "C", "H", "H", "H", "H", "H", "H", "H", "H", "H", "H", "H", "H", "H", "H", "N", "C", "C", "N", "C", "H", "H", "H", "H", "C", "N", "C", "C", "O", "H", "H", "H", "H", "H", "H", "H"], "xyz": [[11.651, 12.842, 3.597], [16.459, 10.729, 4.780], [15.716, 9.620, 4.586], [16.289, 8.308, 4.544], [15.418, 7.319, 4.116], [14.067, 7.473, 3.761], [13.500, 8.748, 3.983], [14.335, 9.753, 4.418], [13.790, 11.137, 4.634], [12.427, 11.206, 4.571], [14.436, 12.003, 3.602], [13.965, 13.344, 3.747], [14.761, 14.198, 4.255], [14.558, 15.620, 4.030], [12.726, 16.167, 3.809], [15.537, 16.564, 3.976], [17.051, 16.544, 4.099], [17.622, 17.800, 4.396], [18.980, 17.955, 4.655], [19.770, 16.807, 4.749], [19.163, 15.559, 4.563], [17.852, 15.390, 4.104], [16.012, 11.453, 4.300], [17.309, 8.155, 4.892], [15.771, 6.285, 4.020], [13.422, 6.742, 3.388], [12.458, 8.917, 3.898], [14.166, 11.518, 5.590], [14.093, 11.702, 2.689], [15.783, 13.944, 4.491], [15.200, 17.547, 3.608], [16.993, 18.695, 4.374], [19.392, 18.921, 4.918], [20.835, 16.876, 4.888], [19.803, 14.646, 4.693], [17.595, 14.446, 3.757], [7.888, 16.347, 3.829], [8.692, 17.384, 4.379], [9.734, 16.744, 5.010], [9.618, 15.424, 4.924], [8.559, 15.192, 4.145], [7.058, 16.500, 3.192], [8.431, 18.434, 4.275], [10.582, 17.126, 5.598], [8.219, 14.180, 3.977], [5.634, 10.149, 3.631], [7.082, 10.346, 3.734], [7.938, 9.275, 4.186], [7.674, 11.545, 3.571], [8.893, 11.774, 3.539], [5.450, 9.079, 3.473], [5.239, 10.782, 2.883], [5.208, 10.477, 4.583], [8.225, 9.423, 5.247], [8.939, 9.464, 3.747], [7.524, 8.276, 3.991], [6.925, 12.309, 3.388]]}

> Number 6 is which compound?

C22H25BrInN5O3

Repeat the sixth record exactly.
{"formula": "C22H25BrInN5O3", "method": "the ωB97M-V functional and the def2-TZVPD basis", "e_homo_ev": [-13.2, -13.2], "e_above_lowest_kcal_mol": 81.7, "total_energy_ha": -4116.2127, "total_charge": 2, "species": ["In", "O", "C", "C", "C", "C", "C", "C", "C", "O", "N", "N", "C", "C", "Br", "C", "C", "C", "C", "C", "C", "C", "H", "H", "H", "H", "H", "H", "H", "H", "H", "H", "H", "H", "H", "H", "N", "C", "C", "N", "C", "H", "H", "H", "H", "C", "N", "C", "C", "O", "H", "H", "H", "H", "H", "H", "H"], "xyz": [[11.651, 12.842, 3.597], [16.459, 10.729, 4.780], [15.716, 9.620, 4.586], [16.289, 8.308, 4.544], [15.418, 7.319, 4.116], [14.067, 7.473, 3.761], [13.500, 8.748, 3.983], [14.335, 9.753, 4.418], [13.790, 11.137, 4.634], [12.427, 11.206, 4.571], [14.436, 12.003, 3.602], [13.965, 13.344, 3.747], [14.761, 14.198, 4.255], [14.558, 15.620, 4.030], [12.726, 16.167, 3.809], [15.537, 16.564, 3.976], [17.051, 16.544, 4.099], [17.622, 17.800, 4.396], [18.980, 17.955, 4.655], [19.770, 16.807, 4.749], [19.163, 15.559, 4.563], [17.852, 15.390, 4.104], [16.012, 11.453, 4.300], [17.309, 8.155, 4.892], [15.771, 6.285, 4.020], [13.422, 6.742, 3.388], [12.458, 8.917, 3.898], [14.166, 11.518, 5.590], [14.093, 11.702, 2.689], [15.783, 13.944, 4.491], [15.200, 17.547, 3.608], [16.993, 18.695, 4.374], [19.392, 18.921, 4.918], [20.835, 16.876, 4.888], [19.803, 14.646, 4.693], [17.595, 14.446, 3.757], [7.888, 16.347, 3.829], [8.692, 17.384, 4.379], [9.734, 16.744, 5.010], [9.618, 15.424, 4.924], [8.559, 15.192, 4.145], [7.058, 16.500, 3.192], [8.431, 18.434, 4.275], [10.582, 17.126, 5.598], [8.219, 14.180, 3.977], [5.634, 10.149, 3.631], [7.082, 10.346, 3.734], [7.938, 9.275, 4.186], [7.674, 11.545, 3.571], [8.893, 11.774, 3.539], [5.450, 9.079, 3.473], [5.239, 10.782, 2.883], [5.208, 10.477, 4.583], [8.225, 9.423, 5.247], [8.939, 9.464, 3.747], [7.524, 8.276, 3.991], [6.925, 12.309, 3.388]]}